[1]
Molecular formula: C22H25N2O3
Method: DFT, ωB97M-V with the def2-TZVPD basis set

Properties
**Total charge**: +1
**Energy relative to the best compared isomer or geometry (same formula, charge and spin)**: 1.584 eV
**Calculated total energy**: -1188.267596 Eh
**HOMO energy**: -0.3701 Eh
**Kohn-Sham gap**: 5.288 eV

```
52
Properties=species:S:1:pos:R:3:forces:R:3
C -4.66789 -2.83869 0.41925 0.808 -0.048 0.250
O -3.32718 -3.07685 0.92796 -0.190 0.609 0.080
C -2.63017 -2.01056 1.43673 0.091 1.133 -0.226
C -1.31497 -2.23797 1.92036 -1.069 -0.177 -0.256
C -0.60662 -1.20126 2.51096 -0.105 0.427 0.126
C -1.13709 0.10352 2.61028 -0.374 0.510 -0.168
C -0.18378 1.22922 3.05551 0.270 -0.518 0.285
O -0.67431 2.48082 3.49683 0.023 0.454 0.127
C 0.36105 3.49126 3.67447 -0.895 -0.703 0.267
C -2.40064 0.35255 2.05718 0.102 -0.223 0.024
C -3.13083 -0.67559 1.44640 -0.044 -1.067 0.107
H -5.03087 -3.81953 0.11420 0.043 0.148 0.051
H -5.32392 -2.41782 1.19204 0.201 -0.097 -0.115
H -4.62796 -2.17018 -0.44824 -0.051 -0.097 0.126
H -0.92176 -3.25281 1.82051 -0.009 0.369 0.216
H 0.38746 -1.40342 2.92263 -0.277 0.052 -0.150
H 0.52147 0.79401 3.78430 -0.094 0.178 -0.061
H -0.14634 4.46416 3.62711 0.137 -0.351 -0.037
H 0.80995 3.38768 4.67689 -0.008 -0.050 -0.360
H 1.15761 3.45682 2.90652 -0.395 -0.208 0.125
H -2.84675 1.35284 2.10243 0.344 -0.355 -0.045
H -4.10850 -0.48044 0.97924 0.593 0.057 0.459
H 0.34963 1.46960 2.16163 0.975 -0.033 -0.857
C 3.69917 2.30393 -0.87980 0.151 -0.233 1.556
H 3.04404 2.03335 -1.71686 0.303 0.056 0.437
C 3.67189 3.60286 -0.34438 0.020 0.414 0.395
C 4.45365 3.93802 0.77356 0.412 -0.120 -0.773
N 5.47772 3.11089 1.13783 -0.907 -0.749 -1.422
C 6.63968 3.58876 1.85091 0.836 0.255 0.906
C 6.53343 4.08541 3.15061 0.091 -0.070 0.054
C 7.69286 4.48821 3.82851 -0.355 -0.007 -0.382
C 8.93227 4.52207 3.17441 -0.252 -0.061 -0.048
C 10.17413 5.01398 3.86252 0.284 0.183 0.102
C 8.99965 4.07515 1.85216 -0.253 -0.270 0.100
C 7.88638 3.52061 1.22511 -0.364 0.235 -0.245
C 5.46039 1.82223 0.68200 0.148 1.285 0.933
C 4.44179 1.35021 -0.12734 -0.316 1.110 -0.553
C 4.09263 -0.06654 0.17891 0.544 -2.049 -0.144
N 2.94408 -0.58197 -0.35598 0.195 0.370 0.595
O 4.82093 -0.70895 0.93039 -0.836 0.788 -0.670
H 2.99354 4.36782 -0.75763 0.407 -0.520 0.342
H 4.37116 4.85914 1.35252 0.091 -0.124 -0.513
H 5.55292 4.12102 3.63103 0.343 -0.035 -0.002
H 7.62587 4.80052 4.87100 -0.043 -0.016 -0.298
H 10.99512 5.10792 3.13964 -0.196 -0.023 0.258
H 10.02142 5.99556 4.33104 -0.028 -0.248 -0.133
H 10.50096 4.32659 4.65714 -0.161 0.125 -0.255
H 9.93994 4.15582 1.31242 -0.143 -0.225 0.098
H 7.96093 3.07843 0.23120 0.052 0.256 0.141
H 6.25455 1.21812 1.09930 -0.294 -0.365 -0.067
H 2.28788 0.02656 -0.81554 -0.041 0.006 -0.007
H 2.52145 -1.32769 0.19214 0.235 0.021 -0.373
```
Positions in Å, forces in eV/Å.


[2]
Molecular formula: C5H13NO
Method: DFT, ωB97M-V with the def2-TZVPD basis set

Properties
**Total charge**: 0
**Energy relative to the best compared isomer or geometry (same formula, charge and spin)**: 3.633 eV
**SMILES string**: CC/C=C(/C)N.O
**Calculated total energy**: -328.185337 Eh
**HOMO energy**: -0.2832 Eh
**Kohn-Sham gap**: 8.341 eV

```
20
Properties=species:S:1:pos:R:3:forces:R:3
C 2.71015 1.28751 0.35928 -4.188 2.849 -0.200
C 1.76476 0.29459 1.17631 -0.580 1.673 0.479
C 1.60726 -0.94851 0.40999 0.167 -0.449 -0.528
C 0.48470 -1.15431 -0.34365 -1.116 -2.395 -0.198
C 0.17714 -2.63123 -0.87182 1.202 0.944 2.481
N -0.65890 -0.27922 -0.53357 2.798 -2.122 0.276
H 2.96522 2.28363 0.79363 -0.191 -0.905 0.408
H 2.24135 1.65621 -0.65826 0.577 -1.254 1.802
H 3.57062 0.80063 0.13777 2.667 -1.535 -0.695
H 2.10292 0.07846 2.20148 0.866 0.029 -0.446
H 0.72685 0.59471 1.48560 0.749 0.817 -0.882
H 2.58498 -1.55227 0.54070 -2.302 0.053 -0.985
H -0.66689 -2.70056 -1.46388 -2.123 0.531 -1.235
H -0.16903 -3.23124 0.10954 1.694 0.690 -2.398
H 0.95250 -2.94752 -1.61997 -0.135 -0.411 1.643
H -1.56086 -0.62977 -0.81560 0.426 0.159 0.184
H -0.49019 0.64022 -0.24563 -0.517 1.329 0.296
O -5.95190 2.37439 -0.48999 -3.784 3.643 3.262
H -6.81194 2.81501 0.07216 2.312 -2.982 -2.336
H -5.57873 3.24927 -0.24409 1.477 -0.663 -0.926
```
Positions in Å, forces in eV/Å.